The following is a quantum chemistry calculation of the molecule C5H8N2, from OMol25.

Values from the calculation:
Total energy   -304.6428 Eh
HOMO   -7.77 eV

```
! wB97M-V def2-TZVPD RIJCOSX def2/J DEFGRID3
* xyz 0 1
H 1.35000 1.42263 -0.77406
C -3.28872 -0.71693 -0.27860
C 2.03399 -0.63499 0.59349
H 0.02067 -1.29480 -0.39233
H 2.53305 0.33986 0.38085
H -3.98314 -0.98463 -0.98036
H -0.18849 0.91190 -1.87772
H 1.95819 -0.62549 1.68293
C -0.24565 0.69337 0.47712
H 2.54380 -1.39667 0.18365
C 0.45627 0.85413 -0.89641
N -1.63282 0.60534 0.66097
H 0.15123 1.26606 1.34425
N -2.36394 -0.07775 -0.03597
C 0.65556 -0.36204 -0.08781
*
```